78
Properties=species:S:1:pos:R:3 method="wB97M-V/def2-TZVPD" charge=0 e_homo_ev=-7.58 gap_ev=2.355
Cl -1.019 6.895 0.689
Cl 3.320 -0.999 -5.441
Cl -0.537 4.012 0.638
P 0.388 9.340 3.457
Al -0.529 -3.361 2.588
Al -0.234 -0.089 -2.075
Mg 0.550 7.020 -1.174
F -0.332 -1.676 2.446
F 0.189 -4.129 1.261
F 0.749 10.288 4.742
F 1.284 8.182 4.204
F 1.052 10.637 2.705
F -0.941 9.612 2.482
F -0.867 8.802 4.374
F 0.141 -3.920 4.033
F 0.978 8.474 2.178
F -2.240 -3.703 2.576
O -2.294 9.319 -0.072
O -2.381 -6.403 8.160
O 5.924 -4.957 0.779
O 4.347 -6.387 0.430
O -0.252 -6.126 7.966
N 5.030 -5.438 0.116
N -1.380 -6.131 7.527
C -2.007 0.121 -1.046
C 1.501 1.332 -0.243
C 0.628 0.114 -6.121
C -2.333 -1.110 -0.194
C -1.547 -5.774 6.091
C -1.744 5.277 0.869
C 1.839 -2.181 -2.484
C 1.844 0.894 0.835
C 4.757 -4.798 -1.200
C -0.658 0.104 -4.063
C -3.460 -2.032 -0.859
C 0.872 1.547 -1.536
C 0.617 -1.842 -1.620
C -2.989 -2.735 -2.122
C -1.934 1.348 -0.090
C 2.743 -0.995 -2.822
C 0.551 0.451 -4.774
Be 2.600 1.120 3.358
Li -3.394 -2.402 1.565
H 3.754 -1.372 -2.921
H 1.098 -0.795 -6.481
H -2.163 5.203 1.867
H 1.571 -2.737 -3.385
H 0.231 2.432 -1.551
H 2.791 -0.211 -2.063
H 2.422 -0.582 -3.957
H -3.786 -3.404 -2.460
H -0.979 -6.491 5.506
H 0.162 0.814 -6.811
H 3.941 -5.325 -1.681
H -4.270 -1.343 -1.100
H -2.798 -0.712 0.764
H 1.688 1.741 -2.250
H -2.120 -3.369 -1.954
H -2.601 -5.824 5.845
H -1.381 0.942 -4.158
H -3.794 -2.752 -0.075
H 2.464 -2.889 -1.895
H -1.147 -0.749 -4.543
H -1.885 2.269 -0.657
H 5.665 -4.868 -1.792
H -1.915 9.489 0.812
H -1.163 -4.768 5.952
H 1.420 0.922 -4.287
H -1.466 -1.703 0.115
H -2.840 1.361 0.533
H 2.288 0.540 1.779
H -2.524 5.159 0.125
H -0.122 -2.640 -1.747
H 4.490 -3.762 -1.010
H -1.091 1.234 0.593
H -2.816 -2.013 -2.918
H -2.806 0.322 -1.777
H 0.844 -1.820 -0.549

---

8
Properties=species:S:1:pos:R:3 method="wB97M-V/def2-TZVPD" charge=0 e_homo_ev=-9.28 gap_ev=10.211 smiles="C=C=O.C#N" e_above_lowest_kj_mol=123.6
O 0.416 1.679 0.020
N 0.992 -1.596 -0.152
C 1.834 -0.818 -0.281
C -0.456 0.899 0.121
C -1.504 0.122 0.187
H 2.592 -0.069 -0.397
H -2.425 0.666 0.031
H -1.470 -0.923 0.460